This record from the Open Molecules 2025 dataset describes C32H32AuN5O3PS as an isolated structure. The level of theory is the ωB97M-V functional and the def2-TZVPD basis.

HOMO-LUMO gap ... 7.2 eV
M ... 794.648 g mol⁻¹
Charge ... -1
LUMO level ... 2.41 eV
E_HOMO ... -4.75 eV

```
75
C32H32AuN5O3PS, DFT the ωB97M-V functional and the def2-TZVPD basis
Au -0.4401 -0.2583 1.3829
O 2.3281 2.3123 4.4439
S 1.5907 1.8956 3.2698
O 0.1743 1.6603 3.5155
O 2.2253 0.8410 2.4633
C 1.5612 3.2783 2.1457
C 1.8920 4.5475 2.6285
C 1.8228 5.6518 1.8055
C 1.4145 5.5045 0.4910
C 1.0653 4.2548 0.0264
C 1.0922 3.1265 0.8481
P 0.5693 1.4933 0.1082
C 2.0286 1.3437 -1.0368
C 3.2326 0.7904 -0.5639
C 4.3706 0.7965 -1.3677
C 4.3341 1.3640 -2.6268
C 3.1519 1.9081 -3.1105
C 2.0345 1.9084 -2.3010
C -0.8639 2.0907 -0.9202
C -1.1967 1.6540 -2.2106
C -2.4432 1.9549 -2.7497
C -3.3757 2.6964 -2.0522
C -3.0590 3.1329 -0.7779
C -1.8297 2.8251 -0.2242
H 2.1880 4.6398 3.6692
H 2.0877 6.6414 2.1851
H 1.3294 6.3744 -0.1438
H 0.7149 4.1919 -0.9888
H 3.2628 0.4080 0.4543
H 5.3024 0.3599 -1.0149
H 5.2058 1.3481 -3.2682
H 3.0797 2.3179 -4.1091
H 1.1477 2.3985 -2.6657
H -0.5215 1.0236 -2.7856
H -2.6804 1.5651 -3.7416
H -4.3368 2.8881 -2.4939
H -3.8069 3.6281 -0.1822
H -1.6123 3.1513 0.7697
C -1.5557 -1.5454 2.6220
C -3.0068 -1.4885 2.3773
C -3.8081 -0.4405 2.9118
C -5.1653 -0.3895 2.7160
C -5.7929 -1.3910 1.9520
C -5.0435 -2.4376 1.4197
C -3.6755 -2.4759 1.6261
C -7.1956 -1.3434 1.7451
N -8.3318 -1.2527 1.5793
H -1.1669 -2.5586 2.5156
H -1.3132 -1.1936 3.6253
H -3.2978 0.3107 3.4797
H -5.7595 0.4011 3.1476
H -5.5378 -3.1904 0.8302
H -3.1123 -3.2960 1.1922
C 2.3151 -2.5626 0.0900
N 2.8842 -3.5608 -0.8304
C 2.5582 -3.1129 -2.1978
N 1.1099 -3.0192 -2.4382
C 0.5990 -2.0257 -1.4875
N 0.8683 -2.4224 -0.1000
C 0.2337 -3.7131 0.1275
N 0.7548 -4.7638 -0.7751
C 2.2117 -4.8411 -0.5789
C 0.4875 -4.3198 -2.1482
H 2.7906 -1.5963 -0.0939
H 2.5088 -2.8434 1.1299
H 3.0032 -3.8234 -2.8982
H 3.0083 -2.1337 -2.3528
H -0.4780 -1.9367 -1.5990
H 1.0479 -1.0418 -1.6888
H -0.8549 -3.6180 0.0030
H 0.4012 -4.0282 1.1557
H 2.6019 -5.5961 -1.2632
H 2.4099 -5.1483 0.4477
H -0.5941 -4.2367 -2.2691
H 0.8552 -5.0736 -2.8446
```

This record from the Open Molecules 2025 dataset describes C3H12N2O4P2 as an isolated structure at a distorted geometry. The level of theory is the ωB97M-V functional and the def2-TZVPD basis.

HOMO-LUMO gap ... 10.3 eV
M ... 202.087 g mol⁻¹
Charge ... 0
LUMO level ... 0.37 eV
E_HOMO ... -9.90 eV

```
23
C3H12N2O4P2, DFT the ωB97M-V functional and the def2-TZVPD basis
C -1.1337 -2.2214 -0.4692
C 3.3761 0.2170 -0.1603
C -1.9720 -1.5151 0.5433
N -0.5970 1.0353 0.8648
N 2.1716 -0.0191 0.6310
O -1.7631 0.4856 -1.4955
O -3.2628 0.8334 0.6502
O 1.3382 2.6372 0.5525
O 0.6554 1.0169 -1.3338
P -1.8437 0.3425 0.1540
P 0.8106 1.1575 0.0965
H -1.4848 -1.7175 -1.3645
H -0.0331 -2.1421 -0.2430
H -1.3537 -3.3324 -0.5538
H 4.1658 -0.4152 0.3281
H 3.3486 -0.1759 -1.1579
H 3.7318 1.2855 -0.2394
H -1.8061 -1.7206 1.6823
H -3.0673 -1.7257 0.5053
H 2.4202 0.2519 1.5302
H -3.3972 1.7399 0.9558
H 0.5292 3.2347 0.1640
H -0.8332 0.7475 -1.6408
```

This record from the Open Molecules 2025 dataset describes a single C13H8N4O molecule at a distorted geometry. The level of theory is the ωB97M-V functional and the def2-TZVPD basis.

HOMO-LUMO gap ... 8.0 eV
M ... 236.234 g mol⁻¹
Charge ... 0
LUMO level ... -0.22 eV
SMILES string ... O=c1[nH]c2c(nc3cnccn32)c2ccccc12
E_HOMO ... -8.26 eV

```
26
C13H8N4O, DFT the ωB97M-V functional and the def2-TZVPD basis
O 2.4244 1.5331 2.1259
N 0.4721 -3.0167 -3.5795
N -1.1928 -0.7982 -1.1623
C 1.5090 1.0363 1.4637
C -0.5413 -2.3854 -3.0149
C -0.3312 -1.4851 -1.9023
C 1.7634 -2.8177 -3.1046
C -0.4299 -0.0839 -0.2321
C 2.0114 -1.9687 -2.0504
C 0.8726 -0.4113 -0.3681
C -1.6905 2.6058 2.9019
C -2.6501 2.0819 2.0598
C -0.3482 2.2496 2.7219
C -2.2594 1.1674 1.0786
C 0.0644 1.4361 1.6636
C -0.8952 0.8622 0.8400
N 1.8397 0.1364 0.4763
N 0.9274 -1.2994 -1.4565
H -1.5587 -2.5080 -3.4186
H 2.5175 -3.4933 -3.4617
H 2.9875 -1.7593 -1.6416
H -1.9384 3.3002 3.6677
H -3.7266 2.2841 2.2224
H 0.3768 2.6662 3.4107
H -3.0417 0.6911 0.4593
H 2.8380 -0.0234 0.3009
```

This record from the Open Molecules 2025 dataset describes a 5-piece molecular cluster, C38H59BIN4O8 overall. The level of theory is the ωB97M-V functional and the def2-TZVPD basis.

HOMO-LUMO gap ... 7.2 eV
M ... 837.626 g mol⁻¹
Charge ... -1
LUMO level ... 2.25 eV
E_HOMO ... -4.95 eV

```
111
C38H59BIN4O8, DFT the ωB97M-V functional and the def2-TZVPD basis
C -4.8455 -0.7314 1.9122
C -4.1083 0.0730 1.4055
C -3.1750 1.0550 0.7751
O -2.7009 0.7546 -0.4895
B -1.3980 0.0074 -0.3361
C -1.7571 -1.5970 -0.4571
C -0.8172 -2.5988 0.2394
C -0.8114 -2.4894 1.7737
C -0.2695 0.4884 -1.4252
O 1.0073 -0.0975 -1.1044
C 2.0111 0.1710 -1.9723
C 1.8946 1.0326 -3.0608
C 2.9551 1.2488 -3.9391
C 2.8167 2.2101 -5.1039
C 4.1556 0.5899 -3.7480
C 4.2742 -0.2693 -2.6504
C 3.2457 -0.4860 -1.7523
C 3.5173 -1.3874 -0.5599
C 2.7162 -2.7109 -0.5809
C 3.3323 -0.6228 0.7691
O -0.9263 0.5237 0.9919
C -1.8652 1.2810 1.6520
C -1.9568 0.7976 3.1164
C -1.0438 1.5536 4.0690
O -1.4468 2.1578 5.0079
I 1.0880 1.5207 3.7200
C -1.6213 2.7942 1.6184
C -0.5413 3.3698 0.9714
C -0.3621 4.7496 0.9480
C -1.2824 5.5759 1.5767
C -2.3774 5.0205 2.2399
C -2.5404 3.6449 2.2435
H -5.5188 -1.3944 2.3987
H -3.7820 1.9557 0.6317
H -2.7838 -1.8307 -0.1579
H -1.7009 -1.8290 -1.5346
H -1.1441 -3.6219 -0.0091
H 0.1821 -2.4976 -0.1732
H -0.6143 -3.4539 2.2444
H -1.7461 -2.0523 2.1221
H 0.0080 -1.8322 2.0793
H -0.5792 0.2347 -2.4493
H -0.1885 1.5807 -1.3772
H 0.9654 1.5456 -3.2577
H 2.2545 3.0888 -4.7815
H 2.3295 1.7340 -5.9548
H 3.7964 2.5786 -5.4072
H 5.0128 0.7268 -4.3940
H 5.2237 -0.7652 -2.4784
H 4.5805 -1.6399 -0.6178
H 1.9736 -2.7171 -1.3679
H 3.3860 -3.5676 -0.6675
H 2.2397 -2.8076 0.3936
H 3.6357 0.4167 0.6103
H 3.9634 -1.0248 1.5638
H 2.2907 -0.6018 1.0826
H -1.6559 -0.2486 3.1554
H -2.9605 0.8891 3.5291
H 0.1720 2.7235 0.4737
H 0.4936 5.1857 0.4485
H -1.1583 6.6520 1.5521
H -3.0880 5.6611 2.7441
H -3.3922 3.2099 2.7555
C 3.2119 5.6325 0.1935
O 3.6096 5.1265 -0.8343
N 3.3749 6.9347 0.5196
C 2.8705 7.4828 1.7617
C 4.0752 7.8000 -0.4112
H 2.6693 5.0572 0.9634
H 2.1524 8.2809 1.5584
H 3.6920 7.8895 2.3566
H 2.3732 6.7042 2.3367
H 3.5566 7.8163 -1.3707
H 5.0869 7.4284 -0.5799
H 4.1215 8.8083 -0.0062
C 4.6982 -5.0302 2.1114
O 3.8045 -4.2157 2.1647
N 5.9996 -4.7177 1.9227
C 7.0362 -5.7242 1.8591
C 6.3537 -3.3148 1.7757
H 4.5200 -6.1169 2.2052
H 7.7720 -5.5605 2.6504
H 7.5435 -5.6841 0.8921
H 6.6016 -6.7140 1.9849
H 6.0584 -2.7591 2.6664
H 5.8311 -2.8841 0.9205
H 7.4275 -3.2241 1.6293
C -7.7877 -1.9775 0.1387
O -7.3945 -2.8701 0.8615
N -9.0140 -1.4163 0.2123
C -9.4254 -0.3508 -0.6772
C -9.9390 -1.9001 1.2206
H -7.1564 -1.5415 -0.6528
H -9.6772 0.5439 -0.1035
H -10.3002 -0.6582 -1.2558
H -8.6176 -0.1085 -1.3641
H -9.5120 -1.7671 2.2153
H -10.1309 -2.9639 1.0737
H -10.8742 -1.3494 1.1508
C 0.2857 -4.1904 -2.5565
O 1.1808 -3.7001 -3.2165
N -1.0240 -3.9335 -2.7335
C -2.0456 -4.5173 -1.8900
C -1.4112 -3.0171 -3.7910
H 0.4825 -4.8760 -1.7141
H -2.7410 -5.1074 -2.4936
H -2.5986 -3.7299 -1.3733
H -1.5868 -5.1651 -1.1460
H -1.0771 -3.3987 -4.7575
H -0.9458 -2.0439 -3.6287
H -2.4927 -2.9049 -3.7960
```

This record from the Open Molecules 2025 dataset describes C16H33N3O6PdS2Si as an isolated structure. The level of theory is the ωB97M-V functional and the def2-TZVPD basis.

2S+1 ... 5
HOMO-LUMO gap (spin up / spin down) ... 9.6 / 5.9 eV
M ... 562.095 g mol⁻¹
Charge ... +2
LUMO level (spin up / spin down) ... -5.85 / -9.97 eV
E_HOMO (spin up / spin down) ... -15.42 / -15.84 eV

```
62
C16H33N3O6PdS2Si, DFT the ωB97M-V functional and the def2-TZVPD basis
Pd -0.0603 1.8156 -0.0680
C 2.2503 0.7353 -2.0865
C 1.3057 -0.4488 -2.0207
C 0.4219 -0.5283 -3.2489
C 2.0416 -1.7471 -1.7569
O 0.4258 -0.1729 -0.8424
Si -0.5340 -1.2176 0.0165
S -1.4707 0.3929 1.2485
O -1.6250 -2.0144 -0.8114
C -2.9646 -1.8122 -1.3782
C -3.9620 -2.2128 -0.3059
C -3.0495 -2.7337 -2.5814
C -3.1208 -0.3566 -1.7778
O 0.3852 -2.0567 1.0017
C 0.1621 -3.2903 1.7781
C 0.1440 -4.4496 0.7993
C 1.3381 -3.3755 2.7321
C -1.1522 -3.1567 2.5290
H 2.9161 0.6284 -2.9426
H 2.8678 0.7942 -1.1882
H 1.6981 1.6715 -2.2283
H 1.0396 -0.6999 -4.1307
H -0.1287 0.4022 -3.3963
H -0.2815 -1.3557 -3.1641
H 2.7428 -1.9377 -2.5692
H 1.3453 -2.5884 -1.7198
H 2.5968 -1.7029 -0.8201
H -3.8097 -3.2489 -0.0050
H -4.9785 -2.1163 -0.6874
H -3.8689 -1.5690 0.5728
H -2.8612 -3.7648 -2.2847
H -2.3254 -2.4468 -3.3444
H -4.0452 -2.6794 -3.0210
H -3.0967 0.2991 -0.8996
H -4.0861 -0.2054 -2.2610
H -2.3425 -0.0484 -2.4762
H 1.0848 -4.5000 0.2504
H -0.6815 -4.3520 0.0928
H 0.0201 -5.3868 1.3423
H 2.2750 -3.4144 2.1759
H 1.2600 -4.2781 3.3376
H 1.3565 -2.5149 3.4012
H -1.9924 -3.0684 1.8355
H -1.1336 -2.2905 3.1933
H -1.3223 -4.0413 3.1418
C 4.1722 5.1283 1.4252
N 2.8228 5.1384 2.0021
C 2.2531 6.1521 2.6689
C 0.9688 5.7554 3.0199
N 0.8035 4.5168 2.5419
C 1.9334 4.0949 1.9000
S 2.2382 2.6497 1.1342
H 4.7320 5.9594 1.8426
H 4.1007 5.2324 0.3448
H 4.6609 4.1917 1.6767
H 2.7591 7.0843 2.8607
H 0.2025 6.2895 3.5576
H -0.0458 3.9672 2.5893
O -0.8632 3.8215 0.2696
N -1.6346 3.7606 -0.7698
O -2.3467 4.6423 -1.0848
O -1.5414 2.6597 -1.4107
```

This record from the Open Molecules 2025 dataset describes C11H40LiN10O18 as an isolated structure at a distorted geometry. The level of theory is the ωB97M-V functional and the def2-TZVPD basis.

HOMO-LUMO gap ... 7.0 eV
M ... 607.434 g mol⁻¹
Charge ... -1
LUMO level ... 0.39 eV
E_HOMO ... -6.62 eV

```
80
C11H40LiN10O18, DFT the ωB97M-V functional and the def2-TZVPD basis
Li 0.7326 2.5323 4.2299
C -1.1994 0.0098 -0.4012
C 0.0685 -0.2320 -0.8962
C 1.3509 0.2352 -0.2218
O 2.5011 0.0778 -0.7026
C 1.3003 0.8276 1.0272
C 0.0337 1.2776 1.5163
C -1.2833 0.8619 0.7627
O -2.3765 1.1147 1.3252
O -0.0320 1.9120 2.5892
O 0.1847 -0.9978 -1.9007
H -2.0558 -0.4784 -0.8330
H 2.1136 1.0343 1.7054
C 3.0712 4.2246 0.7376
O 3.3388 5.4297 0.8344
N 3.8975 3.2678 0.2683
N 1.8202 3.7743 0.9983
H 4.8602 3.5436 0.1822
H 3.6160 2.3019 0.2703
H 1.5147 2.8121 0.8605
H 1.0871 4.3676 1.3486
C 0.3333 -4.8714 -0.8027
O 0.5108 -4.9854 -2.0142
N 0.1099 -3.6403 -0.2392
N 0.1506 -5.9109 0.0338
H 0.0541 -2.8182 -0.8186
H -0.1109 -3.5316 0.7309
H -0.0032 -6.7923 -0.4239
H -0.2043 -5.7585 0.9566
C 3.5689 -3.6387 2.0802
O 3.1654 -4.6720 2.6046
N 2.8330 -2.5147 1.8470
N 4.8778 -3.4915 1.6847
H 3.3479 -1.7414 1.4725
H 1.8500 -2.5180 2.0356
H 5.1456 -2.7918 0.9921
H 5.3804 -4.3546 1.8045
C -1.6339 2.2077 -4.1473
O -1.8457 3.2312 -4.8186
N -2.6121 1.5946 -3.4359
N -0.3718 1.7878 -3.9298
H -2.4152 0.6887 -3.0434
H -3.5484 1.9457 -3.4687
H -0.2292 0.9259 -3.4305
H 0.3397 2.4317 -4.2210
C -5.6314 -0.1024 0.4615
O -6.7916 -0.5418 0.3911
N -4.8694 0.0336 -0.6467
N -5.0832 0.3284 1.6125
H -3.9037 0.2495 -0.5087
H -5.2875 -0.3189 -1.4893
H -5.6797 0.3154 2.4166
H -4.0902 0.5903 1.6260
O 2.3736 1.3497 4.3293
H 2.5967 0.4850 3.9624
H 3.2198 1.8063 4.4170
O -2.8117 -2.3626 1.3080
H -2.2361 -2.7517 1.9728
H -2.4702 -1.4691 1.1825
O 4.9206 -1.1962 0.0765
H 4.1416 -1.2538 -0.5028
H 5.6624 -1.0661 -0.5242
O 2.2283 -2.4961 -3.2973
H 1.3803 -2.7988 -3.6331
H 2.0104 -2.0762 -2.4554
O 2.6779 1.4507 -3.3787
H 2.6159 0.9148 -2.5767
H 2.4369 0.8489 -4.0913
O -1.7734 4.1135 2.2506
H -1.2733 3.2851 2.2496
H -2.2621 4.1086 1.4140
O -1.8137 -1.3333 -4.1249
H -1.4291 -1.5099 -4.9888
H -1.0769 -1.4236 -3.5028
O -3.8156 3.2627 0.1111
H -3.4870 2.3499 0.1510
H -3.9495 3.4332 -0.8266
O -3.4667 1.9670 4.0215
H -3.2599 1.9490 3.0731
H -3.0391 1.1801 4.3713
```